(1)
This record from OMol25 describes a cluster of 5 separate species, C2H14NO4S in total. The level of theory is ωB97M-V with the def2-TZVPD basis set.

CARTESIAN COORDINATES (ANGSTROEM)
C: 0.527 -1.642 -1.027
C: -0.560 -1.681 0.110
S: -0.639 -0.193 1.033
N: 0.316 -0.636 -2.088
H: 1.511 -1.529 -0.587
H: 0.410 -2.602 -1.525
H: -1.494 -2.006 -0.345
H: -0.186 -2.499 0.736
H: -0.630 -0.778 -2.443
H: 0.173 0.259 -1.614
H: 1.400 -0.572 2.098
H: 2.615 -1.489 1.950
O: 2.358 -0.602 2.221
H: -0.350 1.849 -0.291
H: -1.663 2.381 -0.768
O: -0.717 2.554 -0.841
H: -4.087 0.192 0.296
H: -2.621 0.464 0.305
O: -3.444 0.864 0.041
H: 2.260 0.793 -1.168
H: 2.876 0.508 0.218
O: 2.870 1.143 -0.511

Atomic forces in eV per Å
-1.0 0.4 -0.7
0.8 -1.0 -0.5
0.0 0.1 0.4
-0.6 0.2 1.2
0.2 0.0 0.0
0.4 -0.2 0.2
-0.2 0.3 0.1
-0.2 0.1 0.3
0.2 -0.2 -0.4
0.4 0.2 -0.3
0.0 0.1 0.0
0.1 0.0 0.1
0.2 -0.1 -0.2
0.2 0.4 0.0
-0.2 0.2 -0.1
-0.1 -0.5 0.1
-0.2 0.3 -0.1
0.8 -0.1 0.2
-0.9 0.0 -0.2
0.1 0.0 -0.1
0.0 0.1 0.1
-0.1 0.0 0.1

As for the LUMO energy (spin up / spin down): 0.11 / -3.52 eV. The spin multiplicity is 2. The orbital gap (spin up / spin down) comes out at 10.65 / 6.87 eV. The calculation puts the total energy at -838.4334 a.u.


(2)
This record from OMol25 describes a cluster of 5 separate species, C2H14O4S2 in total. The level of theory is ωB97M-V with the def2-TZVPD basis set.

CARTESIAN COORDINATES (ANGSTROEM)
C: -3.645 1.497 -0.102
S: -2.987 2.520 -1.395
S: -1.870 1.193 -2.414
C: -0.478 0.762 -1.423
H: -4.731 1.702 -0.111
H: -3.634 0.412 -0.364
H: -3.489 1.293 0.963
H: -0.356 -0.342 -1.393
H: 0.458 1.281 -1.555
H: -0.814 0.746 -0.367
O: -2.444 -1.503 1.501
H: -2.894 -1.411 2.341
H: -2.519 -2.430 1.229
O: 7.483 1.544 0.387
H: 7.021 2.069 1.039
H: 6.934 1.204 -0.346
O: 5.427 0.917 -1.358
H: 5.606 0.190 -1.966
H: 5.639 1.784 -1.676
O: -3.089 -4.106 2.331
H: -2.397 -4.442 2.928
H: -3.219 -4.879 1.750

Atomic forces in eV per Å
-2.9 -2.6 0.4
0.8 0.5 0.9
-0.1 -0.4 -1.3
-0.3 -1.6 2.3
0.2 0.1 0.0
0.2 0.7 -0.7
1.4 1.6 0.1
0.3 0.5 -1.1
0.1 0.2 -0.1
0.3 1.0 -0.2
0.3 0.3 -0.6
-0.1 -0.3 0.0
-0.2 0.3 0.6
1.1 -0.3 -0.4
-0.6 -0.1 -0.3
-0.3 0.4 1.1
-0.4 -1.0 1.0
0.1 0.7 -0.3
0.2 0.4 -1.0
0.4 -1.2 -0.1
-0.3 0.4 -0.1
-0.2 0.5 0.2

As for the LUMO energy: 0.36 eV. The spin multiplicity is 1. The orbital gap comes out at 8.60 eV. The structure (SMILES) is CSSC.O.O.O.O. The calculation puts the total energy at -1181.8739 a.u.


(3)
This record from OMol25 describes a cluster of 6 separate species, C2H14O5 in total. The level of theory is ωB97M-V with the def2-TZVPD basis set.

CARTESIAN COORDINATES (ANGSTROEM)
C: -0.619 2.984 1.583
C: -1.313 2.047 2.197
H: 0.457 3.028 1.501
H: -1.143 3.785 1.084
H: -0.892 1.111 2.529
H: -2.349 2.235 2.456
O: 1.369 -0.082 -3.285
H: 1.183 0.226 -2.392
H: 0.667 0.378 -3.759
O: -0.377 0.812 -0.837
H: -0.283 -0.026 -0.351
H: -0.166 1.464 -0.155
O: 1.358 -0.351 3.086
H: 0.769 -1.006 2.695
H: 2.030 -0.166 2.428
O: -0.662 -1.729 0.402
H: -1.464 -2.123 0.760
H: -0.416 -2.293 -0.343
O: -0.100 -2.701 -2.295
H: 0.810 -2.386 -2.185
H: -0.146 -2.616 -3.248

Atomic forces in eV per Å
0.0 0.4 -0.3
-0.1 -0.1 0.4
0.2 -0.5 -0.2
0.0 0.5 0.4
0.3 0.1 0.4
-0.2 -0.3 -0.5
-0.2 0.1 -0.1
0.0 0.1 0.4
0.1 -0.1 -0.2
0.6 -0.1 0.1
-0.5 0.0 -0.2
-0.2 0.1 -0.2
-0.2 0.0 0.2
0.1 0.0 -0.2
0.0 -0.1 -0.2
0.3 -0.2 0.3
0.0 0.1 -0.1
-0.2 0.0 -0.2
0.8 0.0 0.1
-0.1 0.0 0.2
-0.6 0.0 -0.3

As for the LUMO energy: 0.47 eV. The spin multiplicity is 1. The orbital gap comes out at 10.61 eV. The structure (SMILES) is C=C.O.O.O.O.O. The calculation puts the total energy at -460.7594 a.u.


(4)
This record from OMol25 describes a structure of composition C2H14O5. The level of theory is ωB97M-V with the def2-TZVPD basis set.

CARTESIAN COORDINATES (ANGSTROEM)
O: 20.735 -20.920 8.165
H: 20.770 -21.509 8.919
H: 19.845 -20.568 8.176
O: 22.290 -19.935 7.437
H: 21.701 -20.670 7.613
H: 22.594 -19.659 8.301
O: 23.468 -19.206 9.113
H: 24.086 -18.949 9.797
H: 23.390 -18.432 8.556
O: 21.848 -19.784 5.580
H: 22.715 -20.097 5.322
H: 21.884 -19.736 6.535
C: 22.322 -23.930 7.539
C: 23.245 -22.790 7.713
O: 23.837 -22.901 9.010
H: 22.936 -24.789 7.268
H: 21.468 -23.644 6.925
H: 21.887 -24.191 8.503
H: 22.562 -21.940 7.718
H: 24.005 -22.763 6.932
H: 23.083 -23.126 9.560

Atomic forces in eV per Å
-7.4 -3.9 4.2
-0.1 -0.5 0.3
-0.4 0.3 -0.4
7.5 1.1 7.7
1.5 0.3 -1.2
-1.1 -1.1 -0.4
2.5 1.9 2.9
0.2 -0.1 0.5
0.3 0.6 -0.2
-2.3 0.1 -10.8
-0.1 0.1 -0.2
-1.3 2.3 -2.5
-0.2 -1.2 0.0
-0.9 0.6 0.8
0.6 0.3 -0.2
-0.7 -0.4 -0.5
0.3 -0.6 -0.6
-0.2 0.0 0.2
1.5 -0.1 -0.5
0.0 0.4 0.3
0.3 -0.1 0.4

As for the LUMO energy: -0.04 eV. The spin multiplicity is 1. The orbital gap comes out at 8.13 eV. The calculation puts the total energy at -460.5110 a.u.


Computed energy above the lowest of the compared OMol25 structures with the same formula, charge and spin (kcal/mol) in order:
0.0 37.7 28.9 184.8